# C42H61IIrN3OSSb2Si

A structure of composition C42H61IIrN3OSSb2Si in a non-equilibrium geometry (ωB97M-V/def2-TZVPD, the Open Molecules 2025 dataset).

```
113
Properties=species:S:1:pos:R:3:forces:R:3
Ir -15.342382 -20.955738 5.566702 -0.06 -1.14 -0.85
C -18.468745 -13.556191 4.615440 -0.70 -0.59 0.75
C -18.106783 -15.000908 4.177998 0.62 0.79 0.01
C -19.020188 -16.127726 4.475313 -1.73 1.08 -0.01
Sb -19.197666 -15.496177 8.477958 1.05 -0.96 -0.08
C -18.289775 -15.139075 10.389388 0.13 -0.30 0.67
C -17.794548 -13.876733 10.789576 -0.22 -0.22 -1.21
C -17.005133 -13.776677 11.917037 -0.77 1.44 -0.49
C -16.774549 -14.890236 12.651696 1.54 -0.66 1.79
C -17.223022 -16.162237 12.356596 -1.66 -0.33 -1.84
C -18.063033 -16.303889 11.206462 0.99 2.45 0.85
C -21.083461 -14.680708 8.608342 0.45 2.15 0.68
C -21.997846 -15.237647 7.754881 -0.35 -2.10 -1.24
C -23.285186 -14.739007 7.663799 -0.39 0.30 0.08
C -23.602427 -13.594629 8.400055 -0.77 0.24 -0.11
C -22.680848 -12.966879 9.226403 2.02 -1.24 -0.08
C -21.346079 -13.491316 9.330426 -1.66 -0.58 -0.31
Sb -18.165149 -13.358147 6.789140 0.53 -0.11 -0.82
C -18.728315 -11.408991 7.225959 1.46 1.03 0.54
C -19.918655 -10.877761 6.792228 1.00 0.27 -0.58
C -20.156338 -9.528664 6.984308 -0.72 0.13 1.19
C -19.324711 -8.738289 7.797808 0.50 -0.66 -0.94
C -18.014969 -9.249300 8.132944 -2.37 -0.13 -0.46
C -17.726743 -10.572949 7.823383 -1.21 -0.68 -0.31
C -16.056815 -13.098461 6.819034 0.14 0.62 1.29
C -15.379141 -12.265970 5.875345 -2.29 -0.79 -0.67
C -14.055020 -12.050208 6.004402 0.30 -1.37 2.90
C -13.352412 -12.514164 7.173304 1.20 0.99 -2.49
C -14.014226 -13.203073 8.128478 -1.23 -0.96 1.54
C -15.404673 -13.475097 8.014177 0.26 0.23 -1.41
H -19.512708 -13.297257 4.419096 0.08 -0.05 -0.06
H -17.832365 -12.799320 4.134659 -0.10 -0.30 0.32
H -17.144448 -15.188050 4.658425 0.30 -0.31 -0.37
H -17.920080 -14.919208 3.090910 0.04 -0.26 0.16
H -20.130708 -15.965321 4.379165 1.31 -0.36 0.14
H -18.641357 -17.121201 4.617894 0.06 -0.20 0.01
H -17.996191 -12.977070 10.175026 0.11 -0.60 0.37
H -16.630780 -12.808153 12.287997 -0.22 -0.56 -0.42
H -16.163033 -14.670758 13.519100 0.05 -0.66 0.23
H -17.030235 -17.071046 12.925896 0.09 0.55 0.22
H -18.610185 -17.214359 11.109060 -0.01 -0.63 -0.68
H -21.686508 -16.175811 7.173674 -0.68 1.41 0.79
H -24.053419 -15.240213 7.070498 0.34 0.23 0.08
H -24.616639 -13.146698 8.354408 0.73 -0.55 -0.04
H -23.012802 -12.144337 9.810273 0.04 0.71 0.35
H -20.556240 -13.101808 9.987658 -0.66 0.13 -0.25
H -20.519619 -11.441516 6.110691 -0.76 -0.33 0.06
H -21.135289 -9.210292 6.627671 0.36 0.56 0.12
H -19.730935 -7.736851 8.023375 0.89 -0.51 0.09
H -17.318808 -8.647172 8.663565 0.49 0.44 0.25
H -16.765047 -11.041718 8.002306 0.03 0.46 0.30
H -15.891512 -11.807984 4.974825 0.44 -0.86 1.17
H -13.620453 -11.622045 5.184550 1.68 1.41 -1.52
H -12.246989 -12.337091 7.186475 -1.18 -0.25 0.30
H -13.531859 -13.614928 9.019702 0.12 0.40 -0.33
H -15.942095 -13.976423 8.832639 0.37 0.06 -0.50
N -16.429138 -25.308112 5.169913 1.27 0.27 -0.97
C -16.577601 -23.949471 5.238198 0.89 -1.82 0.16
O -15.618066 -23.247346 4.888427 -1.17 0.37 0.31
C -17.890831 -23.510117 5.889193 -0.98 0.39 -0.71
I -18.123547 -21.397247 5.786127 0.07 0.18 0.03
H -15.523717 -25.660162 4.708690 -2.15 0.66 1.21
H -17.141591 -25.967088 5.482145 0.43 0.36 -0.30
H -17.875229 -23.762846 6.956093 -0.14 -0.11 -0.39
H -18.856808 -23.828741 5.364951 1.71 -0.20 0.81
C -13.389109 -20.768000 9.658573 0.43 1.26 -0.76
Si -13.227277 -19.618547 8.160603 0.74 0.49 0.32
C -11.486863 -19.614175 7.529354 0.44 0.97 -0.21
C -13.271448 -17.881838 8.878507 -1.61 -0.32 0.20
C -14.483869 -19.596154 6.758035 0.24 -0.11 0.47
H -12.769617 -20.223702 10.387322 -0.37 -0.26 0.12
H -13.048572 -21.775407 9.616518 0.43 -0.75 -0.38
H -14.410956 -20.795185 9.948147 -0.94 0.10 0.69
H -11.394995 -18.722457 6.870107 -0.01 -0.57 0.16
H -11.230481 -20.482045 6.978937 0.42 -0.90 -0.75
H -10.704922 -19.475303 8.297675 -0.57 -0.13 -0.04
H -12.399476 -17.762830 9.483436 0.50 0.02 0.80
H -14.196024 -17.906444 9.504628 0.65 0.64 -0.12
H -13.275779 -17.015994 8.210796 -0.30 -0.31 -0.20
H -14.028547 -18.900999 6.029870 -0.32 0.19 0.38
H -15.477374 -19.300732 7.156157 0.44 0.66 0.08
C -10.671818 -24.508181 4.631882 -0.21 -1.35 -0.40
C -10.344511 -23.646331 3.410419 -1.95 1.89 1.01
C -11.596867 -23.188806 2.539293 2.23 1.23 0.74
C -12.836443 -23.054438 3.320128 -2.77 -1.89 2.23
N -13.925112 -22.676448 2.396413 -0.95 -0.72 -0.57
C -14.583941 -21.523067 2.248286 1.30 0.24 0.28
S -14.478405 -20.228071 3.425427 -0.34 -0.35 -0.60
N -15.180346 -21.365099 1.075396 0.13 -0.46 -1.59
C -15.787023 -20.191089 0.471945 -0.32 0.18 -1.39
C -14.880751 -19.550235 -0.597015 0.98 -2.23 0.90
C -14.388436 -20.709219 -1.551023 -0.06 0.09 1.88
C -14.100311 -20.112935 -2.869615 -0.26 0.13 -1.48
H -9.726046 -24.668315 5.132700 0.19 -0.28 0.25
H -11.073732 -25.526336 4.360487 0.29 0.97 0.26
H -11.331958 -24.065586 5.394346 0.08 0.10 -0.53
H -9.654673 -24.097164 2.763546 0.99 -0.89 -0.78
H -9.823043 -22.779327 3.856836 -0.34 0.02 -0.58
H -11.778409 -23.925271 1.802438 0.03 -0.76 -1.11
H -11.414127 -22.180523 2.024177 -0.01 -1.44 0.62
H -12.748771 -22.442893 4.239165 -0.27 0.41 -0.97
H -13.277403 -24.042117 3.815105 1.44 1.55 -1.16
H -14.211783 -23.422168 1.701812 0.80 1.19 1.20
H -14.876584 -21.985164 0.275403 -0.41 0.55 1.72
H -16.154240 -19.459297 1.135810 -0.12 0.50 1.34
H -16.660049 -20.568197 -0.061130 -0.18 0.00 -0.01
H -14.001168 -19.105554 -0.132978 0.15 -0.03 0.18
H -15.351832 -18.732558 -1.087219 -0.81 0.33 -0.67
H -15.183396 -21.474720 -1.644382 0.18 0.27 -0.05
H -13.527191 -21.224826 -1.010048 -0.68 0.68 -1.06
H -15.031263 -19.840143 -3.369984 -0.14 0.17 0.20
H -13.602580 -20.701673 -3.609486 0.48 -0.90 -0.18
H -13.518389 -19.224689 -2.801590 0.51 0.86 0.27
```
Forces are in eV/Å.

Values from the calculation:
**Largest force on an atom**: 4.03 eV/Å
**Energy above the lowest of the compared OMol25 structures with the same formula, charge and spin**: 128.8 kJ/mol
**2S+1**: 5
**Frontier orbital gap (alpha / beta)**: 6.36 / 7.57 eV
**E_tot**: -93769.0494 eV
**Expectation value of S²**: 6.013
**E_HOMO (alpha / beta)**: -0.4082 / -0.4570 Ha
**Net charge**: +2
**LUMO level (alpha / beta)**: -4.75 / -4.87 eV

Results of the Löwdin charge analysis, in e, for atoms 1 through 2: number 1, Ir, carries 0.67; number 2, C, carries -0.30

# C42H62AsBaN3SSi2

A structure of composition C42H62AsBaN3SSi2 (ωB97M-V/def2-TZVPD, the Open Molecules 2025 dataset).

```
112
Properties=species:S:1:pos:R:3:forces:R:3
Ba -0.639757 1.139111 0.805927 0.55 0.31 0.35
C 1.974221 -0.968789 3.644766 -0.04 0.02 -0.08
C 2.459801 -1.942210 2.751272 0.02 0.06 -0.08
C 1.371000 -2.736283 2.335536 -0.03 0.07 -0.11
C 0.204101 -2.251385 2.961045 -0.09 0.10 -0.09
C 0.577979 -1.153566 3.774087 -0.11 0.15 -0.01
C -0.314349 -0.404342 4.731733 0.10 -0.07 -0.11
C -1.171034 -2.851355 2.822910 0.17 0.04 0.03
C 1.449428 -3.911918 1.411114 -0.01 0.06 0.07
C 3.887552 -2.084420 2.299314 -0.13 -0.03 0.06
C 2.810725 0.046615 4.369142 -0.05 -0.16 -0.04
H -0.101813 0.669965 4.737787 -0.03 0.01 0.02
H -0.197547 -0.755930 5.766134 -0.05 0.04 0.02
H -1.370672 -0.526729 4.475114 0.00 0.02 0.02
H -1.302966 -3.750669 3.441582 -0.04 0.01 -0.01
H -1.384299 -3.142535 1.788176 -0.03 0.01 0.03
H -1.947936 -2.142259 3.119780 -0.03 -0.03 -0.02
H 2.264702 -3.785759 0.689921 -0.02 -0.01 0.00
H 0.514663 -4.040862 0.854159 0.04 -0.04 -0.02
H 1.638624 -4.861918 1.934743 0.00 -0.01 -0.04
H 3.957525 -2.265009 1.219250 0.04 0.00 0.01
H 4.413266 -2.914097 2.793435 0.03 0.02 -0.02
H 4.453043 -1.172506 2.510388 0.01 -0.02 -0.02
H 3.436944 0.629190 3.687341 0.01 0.01 0.05
H 3.484758 -0.419351 5.101153 0.00 0.03 0.02
H 2.182564 0.753426 4.913610 0.02 0.01 0.00
C 0.992745 -6.166114 -4.087537 -0.02 0.04 0.00
C 0.648942 -5.796299 -2.636603 0.01 -0.02 -0.01
C 1.844768 -5.043724 -2.056158 -0.05 0.04 0.01
C 0.433194 -7.076487 -1.816316 0.01 0.02 0.00
C -0.636211 -4.963736 -2.595207 0.06 0.01 0.09
C -1.758352 -5.437690 -3.293408 -0.08 0.01 -0.01
C -2.950034 -4.741546 -3.318909 0.05 -0.03 0.00
C -3.028829 -3.541055 -2.626936 -0.04 0.05 0.03
S -4.351156 -2.444641 -2.498664 0.03 0.12 0.07
C -3.344915 -1.380000 -1.461792 -0.14 -0.21 -0.20
N -2.166218 -1.848383 -1.241084 0.17 0.05 0.13
C -1.942538 -3.053321 -1.888887 -0.08 -0.07 -0.04
C -0.745408 -3.780272 -1.875608 -0.06 0.06 0.03
C -3.942578 -0.128189 -0.964283 -0.21 0.25 0.16
C -5.179390 0.248756 -1.517403 0.06 -0.17 -0.07
C -5.854366 1.358410 -1.054328 0.00 0.01 -0.01
C -5.285874 2.098629 -0.024746 0.03 0.14 0.12
C -4.040524 1.747281 0.477067 -0.08 -0.15 -0.01
C -3.299949 0.628788 0.038688 -0.08 -0.16 -0.04
H 1.936728 -6.716574 -4.116747 -0.01 0.00 0.00
H 1.101227 -5.263134 -4.693413 0.02 -0.03 -0.01
H 0.227935 -6.790970 -4.550286 0.01 0.00 0.00
H 2.755215 -5.627961 -2.209941 0.00 0.00 0.01
H 1.730004 -4.877352 -0.988016 0.01 0.03 0.02
H 1.977714 -4.072994 -2.541105 0.07 -0.08 0.05
H 1.354195 -7.665308 -1.772985 -0.01 0.00 -0.02
H -0.353304 -7.696773 -2.252188 0.00 0.01 0.01
H 0.140253 -6.822087 -0.795949 0.02 -0.02 0.00
H -1.702795 -6.377533 -3.828591 0.03 0.01 0.00
H -3.801066 -5.124992 -3.868508 0.01 0.01 0.00
H 0.075099 -3.378063 -1.293341 0.01 -0.06 -0.03
H -5.618287 -0.324032 -2.329203 -0.03 0.03 0.00
H -6.804054 1.645911 -1.490099 -0.01 -0.01 0.00
H -5.808547 2.965066 0.371106 0.02 0.00 -0.02
H -3.621565 2.392504 1.249325 -0.01 0.03 -0.07
C 3.375414 3.381577 3.752511 -0.15 0.00 0.13
Si 2.640518 3.344188 1.992404 0.29 0.06 -0.17
C 3.396393 4.897810 1.201690 -0.03 0.01 -0.09
C 3.419702 1.859039 1.113782 -0.07 -0.04 0.01
N 0.982975 3.253659 1.762697 -0.39 -0.36 0.15
C 0.060349 4.177423 2.213497 0.22 -0.03 0.03
C 0.233532 4.951781 3.375622 -0.04 0.01 -0.10
C -0.723178 5.859055 3.829559 -0.03 -0.02 -0.04
C -1.907461 6.011645 3.128714 0.03 -0.01 0.00
C -2.107469 5.270081 1.962830 0.12 0.02 -0.02
C -1.151349 4.376353 1.460424 -0.08 -0.03 -0.16
N -1.334766 3.659288 0.284846 -0.18 -0.33 0.15
Si -1.785365 4.308529 -1.187737 0.15 0.11 -0.35
C -0.421537 5.422003 -1.905223 0.03 -0.02 -0.01
C -2.067395 2.901608 -2.422223 -0.04 -0.04 0.09
C -3.330761 5.408214 -1.345712 -0.11 -0.07 0.23
H 4.339151 2.864841 3.797976 0.00 0.05 -0.03
H 2.709846 2.889571 4.464276 0.04 0.02 0.00
H 3.524923 4.411117 4.094708 -0.01 -0.01 -0.05
H 4.483905 4.939411 1.333743 -0.03 0.00 0.01
H 2.962193 5.795598 1.654477 0.02 -0.04 0.00
H 3.174920 4.933430 0.130115 0.01 -0.01 0.04
H 4.472295 1.737243 1.389073 -0.02 -0.01 -0.04
H 3.371978 1.991248 0.026495 -0.03 0.00 0.04
H 2.905357 0.925281 1.377627 0.05 0.02 0.00
H 1.156762 4.828825 3.933871 -0.05 -0.01 0.02
H -0.540229 6.435273 4.730576 0.01 -0.02 0.03
H -2.673888 6.694982 3.479112 -0.01 0.01 -0.02
H -3.022729 5.399033 1.393414 -0.02 -0.04 0.04
H 0.479627 4.839366 -2.122352 -0.02 0.02 0.02
H -0.146305 6.178055 -1.162265 -0.01 -0.02 -0.03
H -0.731408 5.937220 -2.821981 0.01 -0.01 0.02
H -1.341123 2.092234 -2.282853 -0.03 0.01 -0.06
H -1.974170 3.260248 -3.452964 0.02 -0.01 0.02
H -3.063962 2.466245 -2.298379 0.05 -0.01 0.01
H -3.174511 6.370025 -0.847797 -0.01 -0.01 -0.02
H -4.204873 4.931563 -0.889467 0.03 0.01 -0.04
H -3.562742 5.602723 -2.398199 0.05 -0.01 0.00
C 0.820934 -1.781600 -4.091042 -0.12 -0.09 -0.01
As 0.758281 -0.592850 -2.526404 0.35 0.28 -0.08
C 2.628049 -0.838274 -1.970771 -0.02 -0.04 0.05
C 1.049710 1.055111 -3.561705 -0.02 0.04 0.01
H 1.671718 -1.521493 -4.722643 0.02 0.03 0.02
H -0.101450 -1.671881 -4.662852 -0.01 0.01 0.01
H 0.897527 -2.823451 -3.780486 -0.02 0.12 -0.03
H 3.304649 -0.810460 -2.826609 -0.01 0.01 -0.03
H 2.735369 -1.791849 -1.451556 -0.01 0.00 0.01
H 2.900590 -0.048258 -1.269561 0.01 -0.02 0.00
H 1.933469 0.968464 -4.196232 0.02 -0.03 0.01
H 1.169682 1.906429 -2.890238 0.01 -0.01 0.00
H 0.174264 1.241796 -4.184148 -0.01 0.02 0.02
```
Forces are in eV/Å.

Values from the calculation:
**Largest force on an atom**: 0.72 eV/Å
**Energy above the lowest of the compared OMol25 structures with the same formula, charge and spin**: 180.7 kJ/mol
**Frontier orbital gap**: 4.65 eV
**E_tot**: -137157.7166 eV
**E_HOMO**: -0.0382 Ha
**Net charge**: -2
**LUMO level**: 3.61 eV

Results of the Löwdin charge analysis, in e, for atoms 1 through 2: number 1, Ba, carries 1.56; number 2, C, carries -0.26

Question: Which of these has the lowest energy above the lowest of the compared OMol25 structures with the same formula, charge and spin?
Answer: C42H61IIrN3OSSb2Si